Entry 1:
ORCA calculation (the ωB97M-V functional and the def2-TZVPD basis) on a cluster of 11 separate species, C35H63Cl20N2O in total in a non-equilibrium geometry.

The geometry in XYZ format:
```
121
Properties=species:S:1:pos:R:3:lowdin_charge:R:1
C 1.458 -0.724 1.223 -0.07
C 0.005 -0.249 1.166 -0.23
C -0.056 1.257 0.954 -0.17
N -1.379 1.773 0.427 -0.02
C -2.601 1.121 0.989 -0.07
C -3.737 1.708 0.133 -0.25
C -4.899 0.765 -0.139 -0.09
C -4.515 -0.362 -1.088 -0.30
C -3.874 -1.659 -0.415 0.04
O -3.231 -0.587 -1.418 -0.10
C -3.104 2.429 -1.086 -0.05
C -1.581 2.167 -1.037 -0.13
C -1.049 1.262 -2.143 -0.14
C 0.075 0.447 -2.045 -0.01
C 0.464 -0.315 -3.139 -0.12
N -0.144 -0.301 -4.320 0.08
C -1.191 0.513 -4.427 -0.12
C -1.681 1.290 -3.386 -0.04
H 1.513 -1.719 1.662 0.08
H 2.077 -0.038 1.807 0.07
H 1.894 -0.778 0.224 0.07
H -0.558 -0.562 2.046 0.10
H -0.477 -0.742 0.315 0.11
H 0.060 1.743 1.924 0.07
H 0.735 1.652 0.323 0.11
H -1.399 2.688 0.884 0.14
H -2.605 0.040 0.901 0.10
H -2.734 1.461 2.013 0.12
H -4.173 2.509 0.740 0.14
H -5.726 1.303 -0.605 0.13
H -5.237 0.301 0.785 0.10
H -5.209 -0.577 -1.898 0.15
H -3.077 -2.396 -0.487 0.12
H -4.547 -2.286 -1.051 0.08
H -3.298 3.497 -1.026 0.13
H -3.569 2.019 -1.975 0.10
H -1.085 3.136 -1.126 0.16
H 0.665 0.377 -1.151 0.07
H 1.321 -0.972 -3.036 0.09
H -1.684 0.552 -5.392 0.11
H -2.542 1.914 -3.574 0.03
Cl -4.821 5.843 -6.967 0.55
C -3.224 5.166 -6.573 -0.67
C -3.243 3.660 -6.530 -0.64
Cl -4.207 3.041 -5.154 0.57
H -2.910 5.586 -5.621 0.07
H -2.532 5.493 -7.348 0.08
H -2.230 3.282 -6.407 0.07
H -3.669 3.240 -7.437 0.07
Cl 4.186 -1.815 -3.893 0.52
C 3.793 -0.939 -5.402 -0.65
C 2.743 -1.662 -6.205 -0.66
Cl 3.350 -3.207 -6.853 0.58
H 4.719 -0.816 -5.957 0.07
H 3.419 0.044 -5.120 0.07
H 2.438 -1.051 -7.052 0.08
H 1.865 -1.876 -5.600 0.05
Cl -4.505 -0.221 3.673 0.56
C -3.697 -0.186 5.262 -0.65
C -2.249 -0.587 5.151 -0.69
Cl -2.047 -2.304 4.717 0.55
H -4.250 -0.842 5.929 0.05
H -3.762 0.833 5.640 0.04
H -1.749 -0.436 6.106 0.07
H -1.735 0.003 4.395 0.04
Cl 1.909 2.601 3.896 0.56
C 2.594 4.151 3.332 -0.66
C 1.532 5.097 2.846 -0.61
Cl 0.811 4.489 1.319 0.58
H 3.314 3.931 2.551 -0.02
H 3.116 4.590 4.181 0.08
H 1.965 6.069 2.622 0.08
H 0.738 5.224 3.576 0.02
Cl -7.188 -0.682 6.491 0.55
C -8.695 -1.245 5.715 -0.65
C -8.445 -1.876 4.371 -0.65
Cl -7.897 -0.681 3.165 0.51
H -9.361 -0.390 5.634 0.07
H -9.142 -1.978 6.384 0.08
H -9.370 -2.310 3.995 0.08
H -7.689 -2.654 4.431 0.07
Cl 2.635 -7.872 -5.870 0.53
C 1.946 -6.321 -5.319 -0.67
C 1.729 -6.280 -3.829 -0.68
Cl 0.435 -7.388 -3.295 0.53
H 1.016 -6.166 -5.860 0.07
H 2.647 -5.538 -5.597 0.01
H 1.426 -5.274 -3.541 0.07
H 2.631 -6.545 -3.285 -0.01
Cl 5.041 4.552 0.688 0.57
C 6.584 3.724 1.043 -0.63
C 6.428 2.231 0.924 -0.64
Cl 5.366 1.576 2.207 0.57
H 6.898 4.019 2.041 0.07
H 7.318 4.081 0.324 0.08
H 7.396 1.742 1.028 0.06
H 5.997 1.950 -0.033 0.06
Cl 3.643 -6.678 -0.315 0.53
C 4.399 -8.295 -0.422 -0.65
C 5.482 -8.338 -1.469 -0.65
Cl 4.812 -8.181 -3.112 0.57
H 3.612 -9.012 -0.636 0.07
H 4.822 -8.514 0.556 0.07
H 6.001 -9.293 -1.422 0.08
H 6.204 -7.538 -1.323 0.07
Cl 8.368 -1.183 2.139 0.55
C 6.794 -1.657 1.447 -0.67
C 6.923 -2.199 0.047 -0.64
Cl 7.407 -0.927 -1.110 0.54
H 6.163 -0.774 1.462 -0.01
H 6.371 -2.418 2.100 0.08
H 5.959 -2.580 -0.286 0.07
H 7.656 -2.999 -0.011 0.07
Cl 0.366 5.540 6.395 0.57
C -1.375 5.597 6.012 -0.65
C -2.150 4.529 6.738 -0.64
Cl -1.742 2.892 6.148 0.56
H -1.484 5.497 4.934 0.06
H -1.738 6.578 6.311 0.08
H -3.216 4.673 6.574 0.08
H -1.955 4.548 7.807 0.07
```

Molecular weight, g/mol: 1236.962
Electronic energy, Ha: -10759.68808
Highest occupied orbital energy, eV: -11.586
Total charge: +1
Lowest unoccupied orbital energy, eV: -2.32
Multiplicity: 1

---

Entry 2:
ORCA calculation (the ωB97M-V functional and the def2-TZVPD basis) on an isolated molecule of C23H34N2O3 in a non-equilibrium geometry.

The geometry in XYZ format:
```
62
Properties=species:S:1:pos:R:3:lowdin_charge:R:1
C 6.508 3.206 1.545 -0.10
C 6.084 2.757 0.151 -0.21
C 4.904 1.792 0.159 -0.50
C 5.348 0.372 0.487 -0.04
C 3.651 2.229 0.962 -0.07
C 2.763 1.708 -0.179 -0.20
C 1.586 2.548 -0.598 -0.43
O 1.518 3.751 -0.396 0.07
N 0.621 1.885 -1.273 -0.01
C 0.269 0.476 -1.447 -0.02
C -1.077 0.973 -2.059 -0.42
C -2.316 0.679 -1.228 -0.04
C -2.783 -0.683 -1.792 -0.16
C -2.370 -1.833 -0.883 -0.41
O -1.265 -2.346 -0.959 0.08
N -3.321 -2.289 -0.021 0.01
C -2.992 -3.266 1.024 -0.25
C -3.941 -4.467 0.858 -0.11
C -5.321 -3.831 0.843 -0.07
C -5.523 -2.513 0.792 -0.03
C -4.387 -1.511 0.589 -0.25
C -3.782 -0.881 1.904 -0.11
C -2.284 -1.235 2.154 -0.15
C -1.854 -2.717 1.907 -0.11
C -2.063 -0.750 -3.157 -0.11
O -1.400 0.502 -3.339 -0.05
C -0.523 2.407 -2.010 -0.01
C 4.003 1.797 -1.106 -0.06
H 7.353 3.893 1.496 0.07
H 5.690 3.721 2.052 0.07
H 6.808 2.362 2.170 0.07
H 5.802 3.644 -0.425 0.11
H 6.928 2.303 -0.378 0.11
H 4.508 -0.326 0.478 0.08
H 6.080 0.026 -0.246 0.09
H 5.807 0.319 1.477 0.08
H 3.507 1.801 1.955 0.12
H 3.574 3.316 1.013 0.12
H 2.471 0.669 -0.020 0.13
H 0.892 -0.053 -2.172 0.14
H 0.194 -0.101 -0.525 0.12
H -2.106 0.664 -0.158 0.12
H -3.065 1.449 -1.417 0.13
H -3.861 -0.691 -1.934 0.13
H -3.660 -2.920 1.818 0.09
H -3.839 -5.151 1.705 0.12
H -3.781 -5.064 -0.045 0.11
H -6.173 -4.499 0.907 0.10
H -6.531 -2.119 0.832 0.11
H -4.738 -0.718 -0.072 0.13
H -3.858 0.207 1.844 0.11
H -4.392 -1.169 2.763 0.11
H -2.045 -0.961 3.183 0.11
H -1.666 -0.591 1.526 0.09
H -1.796 -3.297 2.829 0.11
H -0.866 -2.737 1.446 0.10
H -1.338 -1.565 -3.150 0.12
H -2.752 -0.878 -3.989 0.13
H -1.128 3.127 -1.458 0.13
H -0.250 2.806 -2.988 0.14
H 4.031 2.771 -1.596 0.12
H 4.148 1.008 -1.846 0.12
```

Molecular weight, g/mol: 386.536
Electronic energy, Ha: -1231.93535
Highest occupied orbital energy, eV: -9.017
Total charge: 0
Lowest unoccupied orbital energy, eV: 0.60
Multiplicity: 1
Energy relative to the best compared isomer or geometry (same formula, charge and spin), eV: 4.5338